--- one ---
C5H10O | ωB97M-V/def2-TZVPD

Properties
SMILES   C=C(CC)OC
Kohn-Sham gap   9.897 eV
M   86.1 Da
Highest occupied orbital energy   -8.827 eV

ORCA input file:
```
! RIJCOSX wB97M-V def2-TZVPD def2/J DEFGRID3
* xyz 0 1
C 0.503 -1.543 -0.496
C -0.029 -0.346 -0.336
C 0.593 0.860 -0.953
C 1.208 1.878 0.041
O -1.104 -0.058 0.460
C -1.822 -1.138 1.077
H 0.101 -2.450 -0.010
H 1.409 -1.624 -1.086
H -0.153 1.459 -1.537
H 1.305 0.520 -1.706
H 1.779 2.708 -0.485
H 1.846 1.432 0.805
H 0.408 2.443 0.567
H -1.196 -1.609 1.851
H -2.697 -0.695 1.558
H -2.154 -1.839 0.250
*
```


--- two ---
C5H10O | ωB97M-V/def2-TZVPD

Properties
SMILES   C/C=C/OCC
Kohn-Sham gap   9.532 eV
M   86.1 Da
Highest occupied orbital energy   -8.383 eV

ORCA input file:
```
! RIJCOSX wB97M-V def2-TZVPD def2/J DEFGRID3
* xyz 0 1
C 2.244 -0.031 -2.161
C 0.901 0.329 -1.598
C 0.538 0.008 -0.360
O -0.701 0.261 0.138
C -0.875 -0.081 1.503
C -2.353 -0.001 1.820
H 2.861 -0.538 -1.410
H 2.145 -0.708 -3.018
H 2.796 0.852 -2.507
H 0.187 0.845 -2.237
H 1.223 -0.502 0.321
H -0.297 0.607 2.137
H -0.497 -1.099 1.681
H -2.530 -0.230 2.876
H -2.910 -0.716 1.208
H -2.733 1.003 1.610
*
```


Energies, relative to the best one, in hartree: one 0.0047; two 0.0000.